17
Properties=species:S:1:pos:R:3:nbo_charge:R:1 method="wB97M-V/def2-TZVPD" homo_energy_ev=-12.1615 charge=+1 relative_energy_kj_mol=521.3
C -0.17 -0.54 -0.37 0.0980
C 0.37 0.09 1.71 0.3524
C -0.32 -1.88 0.38 -0.6111
C 0.33 1.94 -0.03 -0.6469
C 0.25 0.53 0.33 -0.1602
N -0.94 -0.19 -1.69 -0.7404
O 1.47 -0.20 2.25 -0.5934
H -1.34 -2.28 0.19 0.2282
H 0.51 -2.58 0.17 0.2534
H -0.20 -1.37 1.41 0.2329
H -0.65 2.42 0.12 0.2595
H 1.23 2.39 0.48 0.2542
H 0.45 2.03 -1.05 0.2078
H -0.57 0.74 -2.04 0.4588
H -1.99 -0.33 -1.43 0.4623
H -0.74 -0.91 -2.44 0.4487
H 2.32 0.13 2.00 0.4959

53
Properties=species:S:1:pos:R:3:nbo_charge:R:1 method="wB97M-V/def2-TZVPD" homo_energy_ev=-10.9271 charge=+1 relative_energy_kj_mol=32.7
C -4.38 -3.82 0.62 -0.4167
C -5.12 -2.54 0.18 -0.4175
C -4.12 -1.38 0.39 -0.2252
N -2.78 -1.99 0.56 -0.2948
C -1.63 -1.33 0.23 0.2306
C -0.40 -1.95 0.26 -0.3565
C 0.74 -1.47 -0.36 0.0117
C 1.99 -2.13 -0.37 -0.0752
C 3.01 -1.69 -1.24 -0.1463
C 4.21 -2.36 -1.32 -0.2129
C 4.44 -3.47 -0.53 -0.1245
C 3.47 -3.91 0.35 -0.2101
C 2.26 -3.25 0.44 -0.1602
C -2.89 -3.48 0.58 -0.2338
H -4.68 -4.11 1.64 0.2265
H -4.62 -4.68 -0.03 0.2424
H -5.40 -2.60 -0.88 0.2247
H -6.05 -2.38 0.74 0.2434
H -4.10 -0.69 -0.46 0.2203
H -4.36 -0.80 1.28 0.2238
H -1.71 -0.33 -0.15 0.2226
H -0.36 -2.92 0.73 0.2244
H 0.64 -0.58 -0.96 0.2142
H 2.83 -0.83 -1.87 0.2255
H 4.97 -2.02 -2.01 0.2362
H 5.39 -3.99 -0.60 0.2337
H 3.66 -4.76 0.99 0.2334
H 1.53 -3.60 1.14 0.2116
H -2.34 -3.88 1.44 0.2253
H -2.41 -3.88 -0.33 0.2186
C -0.60 4.94 -1.16 -0.6100
C 0.56 3.95 -1.17 -0.2203
C 0.55 3.12 -2.45 -0.6074
C 0.56 3.04 0.07 -0.0307
C 0.61 3.82 1.41 -0.4192
C 1.46 2.94 2.34 -0.4170
C 2.37 2.13 1.41 -0.2223
N 1.75 2.13 0.07 -0.6393
H -1.56 4.41 -1.13 0.1948
H -0.57 5.60 -0.29 0.2133
H -0.60 5.58 -2.05 0.2193
H 1.51 4.52 -1.14 0.2065
H -0.35 2.50 -2.50 0.1831
H 0.57 3.75 -3.34 0.2198
H 1.41 2.45 -2.51 0.2141
H -0.36 2.44 0.05 0.1520
H 1.09 4.79 1.25 0.2110
H -0.39 4.01 1.81 0.2207
H 2.04 3.54 3.07 0.2244
H 0.81 2.27 2.93 0.1955
H 3.36 2.58 1.32 0.1900
H 2.52 1.10 1.78 0.1857
H 1.48 1.19 -0.22 0.3407

73
Properties=species:S:1:pos:R:3:lowdin_charge:R:1 method="wB97M-V/def2-TZVPD" homo_energy_ev="0.4586 / 0.3209" charge=-2 relative_energy_kj_mol=1194.8
Ba 0.00 0.00 0.00 1.8872
O -0.83 -2.65 -4.96 0.0096
C -0.63 -2.02 -3.76 -0.2671
C -0.02 -2.76 -2.69 -0.0173
C 0.17 -2.10 -1.51 -0.2354
N -0.27 -0.85 -1.60 -0.5844
C -0.83 -0.03 -2.46 -0.3311
C -1.04 -0.65 -3.66 0.0097
C -1.15 1.48 -1.95 -0.5803
O -1.70 2.22 -2.85 -0.0299
O -0.88 1.93 -0.73 -0.8798
C 0.82 -2.61 -0.09 -0.4225
O 1.20 -3.83 -0.13 -0.0502
O 0.94 -1.86 1.00 -0.3150
H -0.50 -3.55 -4.86 0.0903
H 0.29 -3.79 -2.77 0.0945
H -1.49 -0.13 -4.49 0.1088
C 3.93 4.08 0.89 -0.5313
C 3.96 3.04 -0.28 -0.5064
S 3.13 1.17 -0.46 0.5061
C 1.74 2.55 -1.76 -0.2722
C 0.68 3.68 -1.35 -0.2567
S -0.99 3.18 0.34 0.8791
C 0.07 4.80 0.95 -0.4945
C 1.42 5.09 1.70 -0.5056
S 2.81 5.50 0.58 0.7837
H 4.94 4.54 0.98 0.0533
H 3.75 3.58 1.86 0.0744
H 4.85 2.41 -0.16 -0.0283
H 4.10 3.61 -1.23 0.0637
H 1.13 1.73 -2.18 -0.0084
H 2.39 2.87 -2.62 0.0643
H -0.04 3.87 -2.18 0.0500
H 1.33 4.61 -1.30 -0.0048
H -0.73 4.84 1.68 -0.0006
H -0.15 5.63 0.23 0.0512
H 1.65 4.26 2.39 0.0639
H 1.28 5.99 2.34 0.0517
N -3.12 0.57 8.60 0.0700
C -2.78 -0.21 7.48 -0.3312
C -3.49 -0.06 6.28 -0.0262
C -3.23 -0.90 5.19 -0.0321
C -2.29 -1.93 5.32 -0.2684
C -1.64 -2.14 6.54 -0.0703
C -1.89 -1.28 7.61 -0.0412
S -2.04 -3.06 3.95 0.6040
O -3.34 -3.15 3.31 -0.3319
O -1.48 -4.28 4.50 -0.3445
N -1.03 -2.28 2.96 -0.0266
C 0.24 -2.16 3.12 -0.5665
S 1.26 -2.78 4.43 1.0200
C 2.67 -2.13 3.68 -0.3649
C 2.27 -1.50 2.57 -0.1811
N 0.96 -1.48 2.22 -0.1751
H -3.49 1.48 8.34 0.0830
H -2.36 0.63 9.27 0.0807
H -4.24 0.71 6.18 0.1074
H -3.77 -0.77 4.26 0.1125
H -0.94 -2.96 6.65 0.0952
H -1.39 -1.46 8.56 0.1014
H 3.67 -2.23 4.05 0.0710
H 3.02 -1.02 1.96 0.1256
C -4.73 -1.38 0.80 -0.2575
S -3.02 -0.89 0.45 0.7689
C -3.35 -0.23 -1.20 -0.2390
O -2.69 0.26 1.35 -0.5899
H -5.38 -0.51 0.74 0.0533
H -4.77 -1.80 1.81 0.0237
H -5.04 -2.14 0.08 0.0518
H -3.71 -1.03 -1.85 0.0720
H -2.42 0.17 -1.60 -0.0206
H -4.09 0.57 -1.13 0.0783
H 0.34 1.22 2.28 -0.1715